[1]
Entry from OMol25: a 2-piece molecular cluster, C8H10O2 overall at a distorted geometry (wB97M-V/def2-TZVPD).

Structure (XYZ):
```
20
Properties=species:S:1:pos:R:3:forces:R:3
C 1.691 -1.876 1.053 -0.203 0.157 -0.246
C 0.905 -1.103 0.585 0.187 -0.101 0.211
C -0.032 -0.119 0.062 -0.258 0.251 -0.213
C -0.890 0.420 1.214 0.047 -0.081 -0.024
C -0.924 -0.783 -0.994 0.049 -0.007 0.070
C 0.771 1.021 -0.580 -0.011 -0.042 0.099
H 2.380 -2.585 1.404 0.377 -0.392 0.259
H -1.511 1.242 0.863 -0.063 0.078 -0.050
H -1.542 -0.361 1.604 0.005 -0.029 0.036
H -0.258 0.777 2.024 0.010 0.062 0.052
H -1.426 -1.656 -0.583 -0.033 -0.030 0.024
H -0.328 -1.100 -1.847 0.015 -0.043 -0.082
H -1.680 -0.079 -1.337 -0.060 0.091 -0.056
H 1.400 0.640 -1.382 0.040 -0.019 -0.075
H 1.414 1.503 0.155 0.016 0.056 0.033
H 0.094 1.767 -0.993 -0.063 0.073 -0.039
O 4.790 -1.517 -0.455 -0.224 0.341 -0.050
C 4.424 -0.403 -0.341 0.095 -2.195 -0.658
C 4.628 0.804 0.185 -0.113 2.187 0.715
O 4.266 1.919 0.313 0.187 -0.356 -0.007
```
Forces are in eV/Å.

Highest occupied orbital energy (spin up / spin down) = -9.001 / -8.985 eV
LUMO (spin up / spin down) = -1.549 / -1.547 eV
Structure (SMILES) = C#CC(C)(C)C.O=C=C=O

These are the Mulliken partial charges, in e, on atoms 1 to 4: number 1, C, carries -0.14; number 2, C, carries -0.97; number 3, C, carries 1.95; number 4, C, carries -1.61

***

[2]
Entry from OMol25: one molecule with the formula C8H10O3 at a distorted geometry (wB97M-V/def2-TZVPD).

Structure (XYZ):
```
21
Properties=species:S:1:pos:R:3:forces:R:3
C 0.527 1.937 1.783 0.454 0.514 0.246
C 1.079 -1.152 -0.265 -0.002 0.161 -0.032
C -0.507 -0.381 1.312 0.035 0.025 0.173
C -0.437 -1.070 -0.061 -0.192 -0.008 -0.043
C 1.317 0.354 -0.114 0.622 0.319 0.011
C -0.829 -0.073 -1.183 0.203 -0.269 -0.351
C 0.591 0.647 1.214 -0.584 -0.296 -2.526
C 0.357 0.861 -1.228 -0.105 -0.714 2.528
O -0.187 2.269 2.724 -0.160 -0.088 -0.043
O -2.041 0.635 -1.064 -0.324 0.113 0.145
O 0.205 2.111 -1.602 0.063 0.473 -0.270
H 1.240 2.666 1.344 -0.090 0.020 0.040
H 1.564 -1.731 0.517 0.043 -0.015 0.059
H 1.368 -1.536 -1.241 0.046 -0.018 -0.126
H -1.476 0.058 1.562 -0.023 -0.020 0.080
H -0.283 -1.112 2.095 -0.133 -0.048 -0.018
H -0.984 -2.009 -0.121 -0.007 -0.001 -0.004
H 2.332 0.730 -0.186 0.048 -0.060 -0.035
H -0.908 -0.619 -2.135 -0.002 -0.005 0.145
H -2.170 0.870 -0.135 0.017 0.046 -0.072
H -0.732 2.273 -1.824 0.094 -0.131 0.092
```
Forces are in eV/Å.

Highest occupied orbital energy (spin up / spin down) = -8.273 / -7.419 eV
LUMO (spin up / spin down) = 0.188 / -0.957 eV

These are the Mulliken partial charges, in e, on atoms 1 to 4: number 1, C, carries -0.26; number 2, C, carries -0.77; number 3, C, carries -1.05; number 4, C, carries -0.07

***

[3]
Entry from OMol25: a 2-piece molecular cluster, C8H10O3P overall at a distorted geometry (wB97M-V/def2-TZVPD).

Structure (XYZ):
```
22
Properties=species:S:1:pos:R:3:forces:R:3
C 0.470 1.571 -0.565 1.583 -1.010 1.571
C -1.816 1.097 -0.754 -1.745 -1.463 0.088
C 0.682 0.388 0.098 0.155 -1.996 -0.035
C -1.715 -0.099 -0.024 0.250 0.483 0.157
C -0.425 -0.459 0.375 0.962 0.627 -0.497
C -0.756 1.903 -1.006 -0.102 2.554 -1.584
C 2.095 -0.068 0.462 -0.043 1.764 -0.024
C -2.969 -0.872 0.372 4.214 -0.647 1.269
O -1.890 4.248 -1.048 -1.635 1.464 0.434
O -0.162 -1.648 1.011 -5.062 0.645 0.194
O 3.649 1.678 -1.209 0.106 1.825 1.372
P -0.756 3.630 -1.723 0.831 -2.165 0.210
H 1.325 2.196 -0.505 0.840 0.772 -1.061
H -2.785 1.326 -1.193 -0.072 0.195 0.285
H 2.174 -1.133 0.571 0.347 -0.716 -0.317
H 2.947 0.456 -0.181 -1.261 -0.433 0.297
H 2.215 0.320 1.469 0.459 0.033 0.530
H -3.015 -0.888 1.464 -0.132 -0.465 -0.140
H -3.718 -0.330 0.015 -3.624 2.049 -1.459
H -2.930 -1.831 -0.088 -0.229 -1.018 0.055
H 0.723 -1.774 0.940 4.196 -0.662 -0.091
H 3.721 2.524 -0.646 -0.040 -1.836 -1.256
```
Forces are in eV/Å.

Highest occupied orbital energy = -3.192 eV
LUMO = 2.464 eV
Charge = -1

These are the Mulliken partial charges, in e, on atoms 1 to 4: number 1, C, carries 0.12; number 2, C, carries -0.08; number 3, C, carries 0.31; number 4, C, carries 0.28

***

Calculated E_tot (hartree), listed in the same order as above: -461.14261 -536.45497 -877.88016
Calculated relative energy (zero: lowest compared OMol25 entry of this formula, charge and spin) (eV), listed in the same order as above: 5.332 2.696 2.470